The following is a quantum chemistry calculation of a structure of composition C49H40BrInN4P2, from the OMol25 dataset.

Last column: Mulliken charge in e.
Geometry (Å):
In1 0.457 0.707 0.459  1.062
C1 0.874 3.962 1.067  -0.684
P1 -0.029 3.274 -0.330  1.610
C2 -1.785 3.538 -0.134  0.282
C3 -2.551 2.943 -1.140  -0.760
C4 -3.875 3.106 -1.099  -0.677
C5 -4.547 3.805 -0.075  -0.741
C6 -3.791 4.417 0.922  -0.866
C7 -2.343 4.315 0.847  -0.510
C8 0.461 4.079 -1.841  0.314
C9 1.655 3.621 -2.345  -0.061
C10 2.269 4.301 -3.361  -0.510
C11 1.632 5.356 -3.961  -0.589
C12 0.376 5.784 -3.506  -0.709
C13 -0.243 5.148 -2.440  -0.929
C14 2.015 3.086 1.498  0.120
C15 3.391 3.289 1.672  -1.443
C16 3.936 2.018 1.989  -0.781
C17 2.935 1.098 1.992  -0.195
C18 2.972 -0.417 2.069  -0.932
P2 2.472 -1.066 0.451  1.379
C19 3.794 -0.712 -0.695  0.169
C20 4.743 -1.668 -1.147  -0.347
C21 5.765 -1.332 -1.987  -0.747
C22 5.868 -0.024 -2.432  -0.608
C23 4.946 0.956 -2.060  -1.072
C24 3.819 0.575 -1.261  1.058
C25 2.056 -2.836 0.522  0.681
C26 1.817 -3.507 1.706  -0.292
C27 1.473 -4.882 1.720  -1.069
C28 1.423 -5.501 0.457  -0.541
C29 1.552 -4.830 -0.723  -0.839
C30 1.827 -3.457 -0.719  -0.302
N1 1.768 1.763 1.703  0.542
H1 1.206 4.993 0.866  0.426
H2 0.170 3.972 1.860  0.615
H3 -2.080 2.378 -1.871  0.747
H4 -4.495 2.538 -1.802  0.397
H5 -5.594 3.931 -0.124  0.499
H6 -4.375 4.867 1.697  0.461
H7 -1.805 4.726 1.661  0.599
H8 2.125 2.736 -2.004  -0.056
H9 3.297 3.987 -3.705  0.329
H10 2.036 5.857 -4.866  0.376
H11 -0.063 6.652 -3.970  0.441
H12 -1.105 5.552 -2.037  0.638
H13 3.923 4.262 1.633  0.457
H14 4.976 1.715 2.127  0.498
H15 3.947 -0.853 2.382  0.653
H16 2.322 -0.820 2.834  0.483
H17 4.667 -2.685 -0.743  0.398
H18 6.420 -2.097 -2.387  0.437
H19 6.617 0.256 -3.112  0.473
H20 4.967 1.978 -2.351  0.553
H21 3.066 1.258 -1.018  -0.790
H22 1.843 -2.992 2.676  0.330
H23 1.324 -5.468 2.583  0.556
H24 1.191 -6.528 0.327  0.465
H25 1.440 -5.288 -1.736  0.393
H26 1.923 -2.836 -1.669  0.518
Br1 -0.584 -2.601 -6.030  -0.114
C31 -0.830 -1.955 -4.286  -0.120
C32 -1.321 -2.735 -3.299  -0.557
C33 -1.493 -2.200 -2.038  -0.028
C34 -1.128 -0.919 -1.778  -0.317
C35 -0.595 -0.051 -2.757  0.266
C36 -0.403 -0.616 -4.015  -1.192
N2 -1.275 -0.337 -0.433  0.226
C37 -2.357 -0.390 0.186  -0.682
C38 -2.442 0.352 1.449  0.550
C39 -3.543 0.523 2.254  -0.808
C40 -3.431 1.181 3.479  -0.624
C41 -2.183 1.543 3.954  -0.944
C42 -1.101 1.269 3.125  -0.366
N3 -1.261 0.778 1.905  0.575
H27 -1.585 -3.794 -3.527  0.434
H28 -1.830 -2.897 -1.241  0.319
H29 -0.205 0.955 -2.527  0.138
H30 -0.088 0.025 -4.831  0.504
H31 -3.278 -0.857 -0.202  0.697
H32 -4.535 0.231 1.902  0.568
H33 -4.284 1.442 4.135  0.476
H34 -2.091 2.044 4.913  0.532
H35 -0.074 1.583 3.370  0.502
N4 -1.203 -2.077 2.419  -0.374
C43 -1.830 -3.045 2.446  0.171
C44 -2.716 -4.175 2.334  0.574
C45 -2.573 -5.202 1.362  -0.270
C46 -3.392 -6.310 1.409  -0.608
C47 -4.220 -6.511 2.536  -0.447
C48 -4.357 -5.523 3.430  -0.578
C49 -3.642 -4.306 3.355  -0.352
H36 -1.969 -4.965 0.529  0.453
H37 -3.532 -6.922 0.490  0.342
H38 -4.792 -7.452 2.641  0.367
H39 -5.063 -5.642 4.197  0.436
H40 -3.869 -3.446 4.070  0.341

Its spin multiplicity is 1. Its LUMO energy is -6.07 eV. For the total energy, the calculation gives -151202.718 eV. As for the charge: +2.

---

The following is a quantum chemistry calculation of a structure of composition C3I2N2O2S, from the OMol25 dataset.

Last column: Mulliken charge in e.
Geometry (Å):
C1 2.302 1.430 -0.449  0.089
C2 -0.119 -1.592 -0.586  0.535
C3 -1.681 0.124 0.424  0.324
N1 1.683 2.013 -1.228  -0.383
N2 -0.487 -1.760 0.652  -0.360
O1 -1.374 -0.880 1.171  -0.036
O2 0.582 -2.011 -1.431  -0.446
S1 -1.088 0.324 -1.045  -0.228
I1 3.096 0.769 1.245  0.321
I2 -2.914 1.583 1.247  0.185

Its spin multiplicity is 1. Its LUMO energy is -0.48 eV. For the total energy, the calculation gives -37218.740 eV.

---

The following is a quantum chemistry calculation of a structure of composition C20H28CeNO2Se, from the OMol25 dataset.

Last column: Mulliken charge in e.
Geometry (Å):
O1 0.563 0.312 -4.633  -0.394
C1 0.364 1.631 -5.234  -0.424
C2 0.114 1.043 -6.640  -0.878
H1 1.259 2.256 -5.144  0.293
H2 -0.494 2.149 -4.789  0.252
C3 0.341 -0.328 -5.925  1.551
H3 0.866 1.295 -7.378  0.312
H4 -0.889 1.190 -7.024  0.309
C4 1.575 -1.079 -6.386  -1.594
H5 2.446 -0.415 -6.394  0.382
H6 1.441 -1.492 -7.393  0.379
H7 1.783 -1.911 -5.700  0.351
C5 -0.882 -1.224 -5.885  -1.639
H8 -1.758 -0.661 -5.544  0.368
H9 -0.712 -2.053 -5.185  0.349
H10 -1.102 -1.649 -6.872  0.394
Ce1 0.034 0.052 3.248  0.325
C6 -2.013 -0.520 4.610  -0.451
C7 -1.738 0.910 4.793  -0.143
C8 -1.857 1.549 3.530  -0.858
H11 -1.370 1.404 5.701  0.580
C9 -2.262 0.549 2.576  -0.264
C10 -2.324 -0.733 3.253  -0.754
H12 -2.566 -1.674 2.790  0.489
H13 -1.929 -1.268 5.388  0.547
H14 -1.640 2.582 3.325  0.547
H15 -2.446 0.717 1.529  0.618
C11 1.129 -1.482 4.923  0.211
C12 0.313 -2.271 4.034  -0.823
C13 0.868 -2.141 2.718  -0.451
H16 -0.535 -2.865 4.312  0.604
C14 2.021 -1.246 2.806  -0.412
C15 2.173 -0.839 4.160  -0.765
H17 2.877 -0.117 4.542  0.434
H18 0.997 -1.392 5.999  0.396
H19 0.498 -2.619 1.827  0.614
H20 2.603 -0.885 1.974  0.596
O2 0.333 0.609 1.204  -0.039
C16 -0.049 -0.292 0.127  -0.343
C17 -0.355 0.619 -1.047  -0.721
H21 -0.899 -0.898 0.464  0.374
H22 0.804 -0.945 -0.073  0.356
C18 0.564 1.814 -0.792  -0.711
H23 -1.404 0.943 -1.004  0.250
H24 -0.182 0.129 -2.000  0.374
C19 0.503 1.963 0.716  -0.355
H25 0.253 2.717 -1.302  0.430
H26 1.588 1.568 -1.101  0.273
H27 -0.370 2.550 1.034  0.288
H28 1.399 2.369 1.190  0.342
Se1 -0.001 0.004 8.394  -0.063
C20 0.000 0.014 6.755  0.407
N1 0.070 0.060 5.524  -0.919

Its spin multiplicity is 1. Its LUMO energy is -3.68 eV. For the total energy, the calculation gives -105041.789 eV. As for the charge: +1.